*A*
The following is a DFT calculation (ωB97M-V/def2-TZVPD) of one molecule with the formula C7H7N.

Kohn-Sham gap ... 10.20 eV
SMILES ... N#CC1(C2=CC2)CC1

The geometry in ORCA input format:
```
! wB97M-V def2-TZVPD RIJCOSX def2/J DEFGRID3
* xyz 0 1
N -2.9731 -1.4007 0.9293
C -2.0853 -0.8279 0.4994
C -1.0181 -0.0935 0.0097
C 0.2690 -0.9307 0.0723
C 0.9035 -2.0588 -0.1200
C 1.7078 -0.9176 0.4403
C -1.0523 1.4132 0.0662
C -1.1201 0.7677 -1.2227
H 0.7569 -3.0337 -0.4770
H 1.8810 -0.8914 1.5742
H 2.4673 -0.3721 -0.1004
H -0.2897 1.9868 0.4624
H -2.0097 1.7627 0.4216
H -2.2109 0.7729 -1.7175
H -0.1445 0.5814 -1.7136
*
```

---

*B*
The following is a DFT calculation (ωB97M-V/def2-TZVPD) of C7H7N as an isolated structure.

Kohn-Sham gap ... 8.83 eV

The geometry in ORCA input format:
```
! wB97M-V def2-TZVPD RIJCOSX def2/J DEFGRID3
* xyz 0 1
C -1.1541 0.0158 1.6704
C -1.4487 0.6567 0.5230
C -1.3430 0.2182 -0.8691
C -0.2384 -0.3254 -1.3966
C 1.0837 -0.4448 -0.6839
C 1.3254 -0.7263 0.7828
C 2.3738 -0.0264 -1.4014
H -1.1819 0.5604 2.6533
H -1.4744 -1.2842 1.8922
H -2.0158 1.6754 0.5611
H -2.0901 0.9605 -1.5777
H -0.1961 -0.3433 -2.5533
H 2.4451 -0.5628 0.8858
H 0.7303 -1.1587 1.4208
N 3.1843 0.7849 -1.9075
*
```

---

Result of the stability comparison: *A* is the most stable of them.

---

*A*
The following is a DFT calculation (ωB97M-V/def2-TZVPD) of a 2-piece molecular cluster, C4H12OS2 overall.

Kohn-Sham gap ... 8.77 eV
SMILES ... CCSSCC.O

The geometry in ORCA input format:
```
! wB97M-V def2-TZVPD RIJCOSX def2/J DEFGRID3
* xyz 0 1
C -1.3389 2.1391 -0.6242
C -2.3774 1.1232 -0.4057
S -1.9930 -0.1582 0.8088
S -1.1078 -1.6390 -0.3818
C 0.4603 -2.0441 0.3145
C 1.5045 -1.5820 -0.6610
H -0.7411 1.9734 -1.5925
H -0.7847 2.3913 0.4488
H -1.6921 3.1451 -0.8819
H -2.5736 0.5923 -1.3589
H -3.2680 1.6353 -0.0924
H 0.5731 -1.4290 1.2256
H 0.4733 -3.1193 0.5079
H 1.2089 -0.5149 -0.8957
H 1.8329 -2.3162 -1.5201
H 2.5545 -1.4347 -0.0065
O 2.3142 0.7146 1.4416
H 2.2110 -0.2544 1.4014
H 2.7438 0.7775 2.2722
*
```

---

*B*
The following is a DFT calculation (ωB97M-V/def2-TZVPD) of a 2-piece molecular cluster, C4H12OS2 overall.

Kohn-Sham gap ... 8.72 eV
SMILES ... CCCSSC.O

The geometry in ORCA input format:
```
! wB97M-V def2-TZVPD RIJCOSX def2/J DEFGRID3
* xyz 0 1
C -2.9000 1.8580 0.9422
C -2.4059 1.4362 -0.4367
C -1.9719 0.0109 -0.4817
S -0.6720 -0.5890 0.7704
S 0.9315 -1.0955 -0.4589
C 0.3991 -1.8976 -1.9660
H -3.0419 2.9261 1.1088
H -2.3019 1.7214 1.8795
H -3.7671 1.2993 1.3179
H -1.5314 2.0298 -0.7077
H -3.1786 1.6167 -1.1916
H -1.6624 -0.4422 -1.4070
H -2.6549 -0.7258 -0.0546
H -0.3796 -1.4120 -2.5579
H -0.1872 -2.7879 -1.7169
H 1.2480 -2.0966 -2.6226
O 5.3474 1.5037 1.1146
H 6.0189 1.5188 0.4198
H 5.4455 2.3856 1.5026
*
```

---

*C*
The following is a DFT calculation (ωB97M-V/def2-TZVPD) of a 2-piece molecular cluster, C4H12OS2 overall.

Kohn-Sham gap ... 8.74 eV
SMILES ... CCCSSC.O

The geometry in ORCA input format:
```
! wB97M-V def2-TZVPD RIJCOSX def2/J DEFGRID3
* xyz 0 1
C -1.1509 0.5648 1.3702
C -2.0065 0.2499 0.2453
C -1.3479 0.4853 -1.0964
S -0.0849 -0.8608 -1.2692
S 1.8007 -0.2144 -2.1404
C 2.1730 0.5699 -0.5482
H -0.6064 -0.2653 2.0004
H -0.2869 1.2574 0.9753
H -1.5332 1.0952 2.1980
H -2.4227 -0.7427 0.3274
H -3.0885 0.5498 0.3323
H -2.0016 0.3976 -1.8215
H -0.6801 1.4596 -1.0924
H 1.2832 0.7583 0.0587
H 2.7242 -0.1314 -0.0167
H 2.6902 1.4887 -0.7222
O 1.5976 -1.9539 0.6855
H 0.8166 -2.5335 0.5333
H 2.1241 -2.1743 -0.0193
*
```

---

*D*
The following is a DFT calculation (ωB97M-V/def2-TZVPD) of a 2-piece molecular cluster, C4H12OS2 overall.

Kohn-Sham gap ... 9.40 eV
SMILES ... CCCSSC.O

The geometry in ORCA input format:
```
! wB97M-V def2-TZVPD RIJCOSX def2/J DEFGRID3
* xyz 0 1
C -2.6648 1.7460 0.3922
C -1.8841 1.3116 -0.8392
C -1.4892 -0.1810 -0.7919
S 0.2483 -0.6282 -0.8691
S 1.2098 0.8202 0.2565
C 1.9627 1.7977 -1.0570
H -3.4820 1.0334 0.5554
H -3.1582 2.7023 0.2281
H -2.0741 1.7684 1.3006
H -0.9508 1.8618 -0.8954
H -2.4255 1.6086 -1.7391
H -2.0558 -0.8467 -1.4525
H -1.9377 -0.5324 0.1374
H 1.5129 1.5648 -2.0166
H 3.0242 1.6222 -1.2105
H 1.9347 2.8536 -0.8152
O 1.2223 -4.8449 2.9690
H 0.3475 -4.5007 3.1648
H 1.8226 -4.1900 3.1514
*
```

---

Result of the stability comparison: *D* is the most stable of them.

---

*A*
The following is a DFT calculation (ωB97M-V/def2-TZVPD) of one molecule with the formula C10H16O2.

Kohn-Sham gap ... 9.90 eV
SMILES ... C[C@H]1O[C@]1(C)/C=C/[C@H]1OC1(C)C

The geometry in ORCA input format:
```
! wB97M-V def2-TZVPD RIJCOSX def2/J DEFGRID3
* xyz 0 1
C -3.6865 1.4170 1.3346
C -2.7032 0.6757 0.4244
O -2.6326 0.9611 -0.9633
C -1.5735 1.5336 -0.2342
C -1.5722 3.0584 0.0277
C -0.1904 1.0213 -0.5418
C 0.1592 -0.2950 -0.5770
C 1.5689 -0.6488 -0.8896
O 2.4480 -0.4073 0.1783
C 2.5067 -1.7323 -0.2702
C 1.8410 -2.7712 0.6593
C 3.7963 -2.1537 -0.9477
H -4.2790 2.1823 0.7497
H -4.4215 0.7041 1.7034
H -3.1668 1.8962 2.1647
H -2.5224 -0.3642 0.7347
H -2.4015 3.5361 -0.4767
H -0.6528 3.5358 -0.4102
H -1.5904 3.2545 1.0975
H 0.5683 1.7724 -0.7356
H -0.6265 -1.0560 -0.5605
H 1.7962 -0.2708 -1.8831
H 1.1463 -3.3674 0.0947
H 1.2296 -2.2684 1.4235
H 2.5638 -3.4261 1.1688
H 4.4993 -1.3165 -1.0215
H 3.6048 -2.5745 -1.9495
H 4.2908 -2.8964 -0.3004
*
```

---

*B*
The following is a DFT calculation (ωB97M-V/def2-TZVPD) of a 2-piece molecular cluster, C10H16O2 overall.

Kohn-Sham gap ... 9.14 eV
SMILES ... Cc1ccc(O)cc1.CC(C)O

The geometry in ORCA input format:
```
! wB97M-V def2-TZVPD RIJCOSX def2/J DEFGRID3
* xyz 0 1
C -1.6536 -2.4447 -2.8090
C -1.1929 -1.2263 -2.0596
C -1.6205 -0.8455 -0.8127
C -1.3609 0.4255 -0.2836
C -0.4630 1.2260 -0.9495
O 0.0207 2.4087 -0.4367
C 0.1190 0.8068 -2.1516
C -0.2717 -0.3854 -2.7105
H -2.4361 -2.9690 -2.2653
H -0.8264 -3.1482 -2.9367
H -2.0212 -2.2461 -3.8137
H -2.2608 -1.5259 -0.2569
H -1.5437 0.6166 0.7655
H -0.5481 2.6878 0.2977
H 0.9164 1.4239 -2.5449
H 0.1355 -0.6018 -3.6908
C 1.3047 0.5389 3.9581
C 1.2451 0.3734 2.4288
C 2.6263 0.0955 1.8112
O 0.2942 -0.6603 2.1112
H 2.3024 0.7851 4.3001
H 0.9597 -0.3763 4.4351
H 0.5924 1.2773 4.3390
H 0.8788 1.3011 1.9976
H 2.8764 -0.9621 1.7548
H 2.6363 0.5336 0.8215
H 3.3588 0.5815 2.4285
H 0.8177 -1.3446 1.6804
*
```

---

Result of the stability comparison: *B* is the most stable of them.

---

*A*
The following is a DFT calculation (ωB97M-V/def2-TZVPD) of one molecule with the formula C25H32N4O3.

Kohn-Sham gap ... 7.66 eV
SMILES ... CN(C)c1ccc(/C=C(\NC(=O)c2ccccc2)C(=O)NCCCN2CCOCC2)cc1

The geometry in ORCA input format:
```
! wB97M-V def2-TZVPD RIJCOSX def2/J DEFGRID3
* xyz 0 1
C 1.6050 -5.0981 -3.2536
N 2.3544 -4.2901 -2.3208
C 3.5575 -4.8515 -1.7595
C 1.7491 -3.2127 -1.7220
C 0.5625 -2.6700 -2.2387
C -0.0530 -1.5944 -1.6440
C 0.4812 -0.9855 -0.5054
C -0.1108 0.1606 0.1431
C -1.4008 0.5539 0.1653
N -2.4881 -0.1562 -0.3507
C -2.7218 -1.4939 -0.1990
O -1.9237 -2.2703 0.2881
C -4.0546 -1.9316 -0.7068
C -4.6072 -3.0872 -0.1618
C -5.8366 -3.5473 -0.5934
C -6.5208 -2.8638 -1.5854
C -5.9677 -1.7247 -2.1472
C -4.7412 -1.2559 -1.7116
C -1.8701 1.8748 0.6853
O -3.0113 2.2528 0.4333
N -1.0118 2.5960 1.4226
C -1.2875 3.9414 1.8618
C -0.1341 4.8730 1.4900
C 1.1618 4.5248 2.2321
N 1.6862 3.2236 1.8263
C 2.4343 2.5139 2.8555
C 3.8466 3.0771 3.0487
O 4.5684 3.0479 1.8359
C 3.9011 3.7812 0.8308
C 2.4787 3.2535 0.6017
C 1.6913 -1.4929 -0.0236
C 2.3048 -2.5803 -0.5996
H 1.4600 -4.5672 -4.1993
H 0.6233 -5.3684 -2.8516
H 2.1518 -6.0145 -3.4629
H 4.3186 -4.0768 -1.6505
H 3.3853 -5.3153 -0.7801
H 3.9500 -5.6087 -2.4353
H 0.1115 -3.0927 -3.1216
H -0.9493 -1.1949 -2.0929
H 0.6022 0.7737 0.6786
H -3.2945 0.4616 -0.4444
H -4.0521 -3.6089 0.6034
H -6.2623 -4.4400 -0.1590
H -7.4817 -3.2213 -1.9257
H -6.4951 -1.1990 -2.9299
H -4.3141 -0.3770 -2.1722
H -0.0502 2.3113 1.5654
H -1.4346 3.9519 2.9492
H -2.2179 4.2605 1.3846
H -0.4109 5.8969 1.7454
H 0.0278 4.8257 0.4123
H 1.8875 5.3354 2.0727
H 0.9454 4.4814 3.3026
H 1.8809 2.5455 3.7956
H 2.5193 1.4701 2.5348
H 4.4139 2.4681 3.7541
H 3.7921 4.1098 3.4288
H 4.4997 3.6692 -0.0743
H 3.8733 4.8472 1.1074
H 1.9708 3.8649 -0.1446
H 2.5434 2.2277 0.2251
H 2.1447 -1.0387 0.8474
H 3.2190 -2.9456 -0.1605
*
```

---

*B*
The following is a DFT calculation (ωB97M-V/def2-TZVPD) of one molecule with the formula C25H32N4O3.

Kohn-Sham gap ... 9.15 eV
SMILES ... O=C1NC(=O)N(CCC2=CCCCC2)C(=O)/C1=C\NC1CCN(Cc2ccccc2)CC1

The geometry in ORCA input format:
```
! wB97M-V def2-TZVPD RIJCOSX def2/J DEFGRID3
* xyz 0 1
O -2.6590 -4.0098 -0.3039
C -2.4470 -2.8808 -0.6965
N -3.4904 -2.0877 -1.1506
C -3.4336 -0.7842 -1.5824
O -4.4259 -0.1991 -1.9458
N -2.1762 -0.2146 -1.5824
C -2.0687 1.1890 -1.9576
C -1.7680 2.0748 -0.7393
C -2.7232 1.7946 0.3867
C -3.9396 2.3201 0.4592
C -4.8461 1.8960 1.5702
C -4.7865 0.3674 1.6535
C -3.3619 -0.1171 1.9454
C -2.2777 0.8860 1.4985
C -1.0180 -0.8760 -1.2256
O 0.0643 -0.2940 -1.3120
C -1.1538 -2.2331 -0.7486
C -0.0493 -2.9338 -0.2897
N 1.1694 -2.4536 -0.3185
C 2.3472 -3.0292 0.2754
C 2.6396 -2.3616 1.6258
C 2.9772 -0.8859 1.4282
N 4.1303 -0.7476 0.5581
C 4.6296 0.6231 0.4946
C 3.6492 1.6063 -0.1000
C 2.7157 2.2507 0.7036
C 1.7579 3.0808 0.1489
C 1.7192 3.2781 -1.2207
C 2.6525 2.6538 -2.0291
C 3.6105 1.8257 -1.4720
C 3.8803 -1.3157 -0.7541
C 3.5521 -2.8038 -0.6406
H -4.4132 -2.5073 -1.1476
H -3.0253 1.4658 -2.4016
H -1.2657 1.2864 -2.6923
H -1.8550 3.1143 -1.0602
H -0.7410 1.8953 -0.4185
H -4.3140 2.9960 -0.2937
H -5.8690 2.2245 1.3872
H -4.5134 2.3252 2.5208
H -5.4689 0.0008 2.4218
H -5.1226 -0.0258 0.6925
H -3.2451 -0.2924 3.0169
H -3.1997 -1.0753 1.4478
H -2.0231 1.5204 2.3548
H -1.3690 0.3492 1.2190
H -0.2126 -3.9305 0.1068
H 1.2298 -1.4977 -0.6916
H 2.1694 -4.1015 0.4200
H 1.7757 -2.4556 2.2858
H 3.4888 -2.8661 2.0872
H 2.0936 -0.3532 1.0363
H 3.2323 -0.4459 2.3958
H 5.5483 0.6040 -0.0983
H 4.8860 0.9194 1.5157
H 2.7434 2.1069 1.7749
H 1.0386 3.5734 0.7874
H 0.9673 3.9201 -1.6550
H 2.6338 2.8101 -3.0978
H 4.3417 1.3485 -2.1096
H 3.0663 -0.7917 -1.2840
H 4.7911 -1.1995 -1.3476
H 3.3515 -3.2091 -1.6334
H 4.4098 -3.3276 -0.2181
*
```

---

Result of the stability comparison: *B* is the most stable of them.